No. 1
The following is a DFT calculation (ωB97M-V with the def2-TZVPD basis set) of a single C3H3ClO molecule at a distorted geometry.

Positions of all 8 atoms, in Å:
C -0.8586 0.5696 -0.8899
O 0.3836 0.7966 -0.3327
C 0.8317 -0.1599 0.4211
C 1.0968 -0.8461 1.3942
Cl 1.7594 -1.8766 2.4492
H -0.8718 1.3862 -1.7252
H -1.5424 0.6562 -0.0136
H -0.7987 -0.5259 -1.3032

Values from the calculation:
- E_LUMO (Eh) = 0.0284
- HOMO energy (eV) = -9.00
- charge = 0
- multiplicity = 1

Atomic partial charges in e from the natural (NBO) method, atoms 1 to 5: -0.253 -0.486 0.279 -0.254 0.123

=====

No. 2
The following is a DFT calculation (ωB97M-V with the def2-TZVPD basis set) of a gas-phase ion, C34H33F2N2S (charge +1) at a distorted geometry.

Positions of all 72 atoms, in Å:
C 3.9287 4.9359 1.3172
C 2.7758 4.0218 1.0381
C 1.7767 4.3396 0.1118
F 1.8444 5.6040 -0.4293
C 0.7382 3.4852 -0.2921
C 0.6304 2.1999 0.2771
C -0.6017 1.3691 -0.0439
C -1.8000 2.0133 0.5100
C -1.7427 3.2605 1.2525
C -2.8782 4.0721 1.4279
F -2.7322 5.2716 2.1169
C -4.1882 3.8006 1.0323
C -5.3665 4.6736 1.3598
C -4.2167 2.5772 0.3030
C -3.0938 1.7458 0.0614
C 1.4601 1.9529 1.3703
C 2.5722 2.7877 1.6497
H 4.7228 4.3795 1.8198
H 4.3621 5.3601 0.4062
H 3.6684 5.7785 1.9690
H -0.0057 3.9124 -0.9610
H -0.6216 1.0890 -1.2745
H -0.8331 3.7322 1.6241
H -6.3013 4.2111 1.0454
H -5.4806 4.8712 2.4307
H -5.3420 5.6623 0.8879
H -5.1879 2.2815 -0.0791
H -3.2669 0.8889 -0.5961
H 1.2702 1.1718 2.1262
H 3.3101 2.4531 2.3946
C 0.6589 -4.2938 2.2256
C 1.1748 -2.9290 1.7915
C 1.7019 -2.1274 2.9739
C 0.0938 -2.1645 1.0324
C -0.3741 -2.9890 -0.1163
N -1.1980 -2.3217 -1.0867
C -1.6497 -2.9622 -2.3106
C -2.1798 -2.0174 -3.1676
C -2.7867 -2.5806 -4.2956
C -2.7737 -3.9485 -4.5538
C -2.1617 -4.8241 -3.6722
C -1.5550 -4.3339 -2.5119
S -1.9929 -0.3583 -2.6020
C -1.2620 -0.9832 -1.0787
N -0.6698 -0.2431 -0.0582
C 0.5584 -0.7860 0.5082
C 1.8375 -0.9155 -0.3974
C 3.0745 -0.4719 0.0777
C 4.2847 -0.8100 -0.5113
C 4.3268 -1.6263 -1.6321
C 3.1260 -2.1134 -2.1423
C 1.8759 -1.7463 -1.5482
H -0.3041 -4.2302 2.7397
H 0.5721 -5.0131 1.4075
H 1.3708 -4.7135 2.9278
H 1.9844 -3.0894 1.0485
H 0.8755 -1.6936 3.5558
H 2.2593 -2.8240 3.6121
H 2.3905 -1.3298 2.6705
H -0.7945 -1.9642 1.6724
H 0.4113 -3.4934 -0.6760
H -1.0217 -3.7807 0.2348
H -3.3000 -1.9164 -4.9522
H -3.2460 -4.3570 -5.4427
H -2.1698 -5.8607 -3.8529
H -1.0625 -5.0223 -1.8047
H 0.8132 -0.1651 1.3831
H 3.0900 0.1988 0.9665
H 5.2127 -0.3918 -0.1068
H 5.2771 -1.8594 -2.1155
H 3.1384 -2.7295 -3.0204
H 0.9924 -2.1212 -2.0280

Values from the calculation:
- E_LUMO (Eh) = -0.1086
- HOMO energy (eV) = -11.40
- charge = +1
- multiplicity = 1

Atomic partial charges in e from the Mulliken method, atoms 1 to 5: -1.503 0.475 0.335 -0.389 -0.478

=====

No. 3
The following is a DFT calculation (ωB97M-V with the def2-TZVPD basis set) of a molecular structure, C5H11MnO3 at a distorted geometry.

Positions of all 20 atoms, in Å:
O 0.5515 1.1283 0.7825
H 1.4271 0.3680 1.5016
C 0.6612 -1.1369 -2.7598
O 0.1853 -0.4981 -1.5804
C 0.1505 0.9325 -1.5941
C 1.0586 1.4555 -0.4981
H 0.5083 -2.2124 -2.6223
H 0.0872 -0.7575 -3.6153
H 1.7270 -0.9206 -2.9078
H -0.8924 1.2406 -1.4462
H 0.4933 1.3221 -2.5614
H 1.0966 2.5493 -0.5680
H 2.0790 1.0602 -0.6064
C -1.7928 -0.1206 1.9267
C -0.4676 0.2196 2.3166
O 0.4935 -0.7287 1.9470
Mn -0.1117 -1.2848 0.1926
H -2.2290 -1.0038 2.4077
H -2.4323 0.7376 1.7013
H -0.2058 0.8094 3.2044

Values from the calculation:
- E_LUMO (spin up / spin down) (Eh) = -0.1630 / -0.1831
- HOMO energy (spin up / spin down) (eV) = -11.87 / -12.03
- ⟨S²⟩ = 8.76
- charge = +1
- multiplicity = 6

Atomic partial charges in e from the natural (NBO) method, atoms 1 to 5: -0.822 0.556 -0.254 -0.657 -0.112

=====

No. 4
The following is a DFT calculation (ωB97M-V with the def2-TZVPD basis set) of 9 unconnected molecules or ions with the total composition C14H46NO11P at a distorted geometry.

Positions of all 73 atoms, in Å:
C -1.9638 3.8561 -0.1813
C -1.5912 2.6953 -1.0955
C -0.3104 2.9786 -1.8622
C -1.5904 1.3029 -0.4283
C -1.3537 1.2760 1.0677
O -0.7698 -0.0480 1.4142
C 0.3809 0.0128 2.0383
O 0.5553 0.3965 3.1005
O 1.4245 -0.5351 1.2952
P 2.2893 0.5256 0.3942
N 2.1517 2.0114 0.8366
H -3.0240 3.9347 -0.0167
H -1.6967 4.7634 -0.6920
H -1.4309 3.8743 0.7591
H -2.3602 2.6574 -1.8542
H -0.3003 3.9891 -2.2395
H 0.5550 2.7718 -1.2515
H -0.2906 2.3284 -2.7291
H -0.7827 0.7337 -0.8759
H -2.4978 0.7669 -0.6837
H -0.6796 2.0404 1.4024
H -2.2877 1.3144 1.5962
H 3.6229 0.1178 0.5233
H 1.8181 0.3258 -0.9059
H 3.0641 2.3587 1.0972
C -4.6980 -1.9394 0.1345
O -3.9108 -1.1772 -0.7834
H -5.7084 -1.5470 0.1266
H -4.7227 -2.9884 -0.1667
H -4.2869 -1.8560 1.1451
H -3.0193 -1.5399 -0.7647
C 2.3496 -2.9644 -1.5818
O 2.6958 -3.1244 -0.2048
H 2.7315 -3.8217 -2.1261
H 1.2635 -2.9223 -1.6976
H 2.8011 -2.0553 -1.9845
H 2.3574 -2.3623 0.2755
C -1.9540 -0.2148 4.6731
O -3.1299 0.1398 5.4046
H -1.9838 0.2933 3.7179
H -1.0605 0.0979 5.2139
H -1.9241 -1.2952 4.5031
H -3.0934 -0.3141 6.2517
C 4.9863 -0.0933 -3.0038
O 3.8082 0.2367 -2.2626
H 5.4263 -0.9819 -2.5597
H 4.7344 -0.2996 -4.0459
H 5.7056 0.7257 -2.9523
H 3.4239 1.0254 -2.6618
C -3.8066 7.5211 0.1095
O -3.1949 6.7034 -0.8843
H -3.5234 7.1303 1.0832
H -3.4612 8.5546 0.0260
H -4.8952 7.4921 0.0166
H -3.4485 7.0530 -1.7442
C 5.0393 -6.2206 -2.0916
O 3.6297 -6.0444 -2.0000
H 5.2307 -7.0542 -2.7622
H 5.5160 -5.3221 -2.4941
H 5.4640 -6.4468 -1.1103
H 3.4738 -5.3071 -1.4020
C 7.3975 -1.1724 0.0870
O 8.2256 -1.0807 -1.0692
H 6.5665 -1.8349 -0.1428
H 7.9555 -1.5828 0.9318
H 7.0066 -0.1856 0.3509
H 8.9579 -0.4935 -0.8585
C -7.8913 -3.2643 1.7856
O -7.6713 -3.1861 0.3794
H -6.9767 -3.6270 2.2473
H -8.1301 -2.2792 2.1946
H -8.7040 -3.9591 2.0113
H -8.4838 -2.8644 -0.0233

Values from the calculation:
- E_LUMO (Eh) = 0.0165
- HOMO energy (eV) = -9.52
- charge = 0
- multiplicity = 1

Atomic partial charges in e from the Mulliken method, atoms 1 to 5: -1.567 0.832 -1.567 -0.388 -0.896

=====

No. 5
The following is a DFT calculation (ωB97M-V with the def2-TZVPD basis set) of 13 unconnected molecules or ions with the total composition BF4H24O12 at a distorted geometry.

Positions of all 41 atoms, in Å:
B -0.2046 0.5519 -1.2267
F -1.4047 0.5383 -2.1073
F -0.4707 -0.1726 -0.0686
F 0.9032 0.0097 -1.8662
F 0.0429 1.8573 -0.7559
O -0.1034 -3.2202 0.4389
H 0.6260 -3.4821 0.9816
H -0.6684 -2.9000 1.1058
O 3.1281 -2.6612 -0.9646
H 2.5016 -2.0450 -0.5893
H 2.8143 -3.4793 -0.6603
O 2.1914 -0.7467 0.8877
H 2.5022 -1.0823 1.7144
H 1.3098 -0.4424 1.1291
O -2.0695 0.6983 2.4382
H -2.3067 0.7307 1.5237
H -2.9172 1.0242 2.7574
O -3.1618 1.1087 -0.0554
H -2.6904 0.7360 -0.8322
H -3.8776 0.5379 0.1030
O -2.1939 -2.0710 -1.9663
H -1.2548 -2.3402 -2.1311
H -2.2003 -1.2240 -2.3944
O -1.1757 3.1914 1.4363
H -1.0672 3.0035 0.5414
H -1.5160 2.3892 1.8407
O 0.9984 1.7268 2.4394
H 1.9250 1.8969 2.2669
H 0.4714 2.1461 1.7783
O 0.4122 -2.7828 -2.2296
H 0.4152 -2.9491 -1.2480
H 0.8395 -1.9109 -2.2834
O 1.4182 4.1370 0.2762
H 2.3565 4.0716 0.0559
H 1.1231 3.4475 -0.2957
O -2.3181 -1.6877 0.9042
H -2.1742 -1.9092 -0.0508
H -1.7927 -0.9052 0.8455
O 3.2916 1.4243 -0.9416
H 3.7618 1.8627 -1.6168
H 2.5355 0.9221 -1.1803

Values from the calculation:
- E_LUMO (Eh) = 0.0996
- HOMO energy (eV) = -7.61
- charge = -1
- multiplicity = 1

Atomic partial charges in e from the natural (NBO) method, atoms 1 to 5: 1.370 -0.590 -0.578 -0.564 -0.583

=====

No. 6
The following is a DFT calculation (ωB97M-V with the def2-TZVPD basis set) of a single C4H8O2 molecule at a distorted geometry.

Positions of all 14 atoms, in Å:
C 1.0469 1.3602 -0.8508
O 0.4986 1.3319 0.4455
C -0.7773 0.7680 0.4991
C -0.8570 -0.7272 0.3497
C 0.1978 -1.7551 0.4772
O -1.9625 -1.2399 0.2168
H 0.4441 1.9798 -1.5322
H 2.0450 1.7949 -0.7647
H 1.1372 0.3507 -1.2784
H -1.1985 1.0181 1.4809
H -1.4681 1.1621 -0.2597
H -0.7723 -2.3939 0.6636
H 1.1336 -1.4726 1.0215
H 0.4769 -2.1770 -0.4899

Values from the calculation:
- E_LUMO (Eh) = 0.0322
- HOMO energy (eV) = -9.77
- charge = 0
- multiplicity = 1

Atomic partial charges in e from the natural (NBO) method, atoms 1 to 5: -0.254 -0.524 -0.166 0.550 -0.802

=====

No. 7
The following is a DFT calculation (ωB97M-V with the def2-TZVPD basis set) of a molecular structure, C5H17IN2V at a distorted geometry.

Positions of all 26 atoms, in Å:
C -1.1463 -1.2997 -2.1468
C 1.2709 0.1886 -2.0439
H -0.5157 -2.0244 -2.7921
H -1.3757 -0.4521 -2.8801
H -1.6657 -1.5617 -1.2602
H 1.8345 0.3815 -1.1918
H 1.4580 -0.6801 -2.7599
H 0.7388 0.9497 -2.7350
V 0.0305 -0.4770 -0.8653
C -1.2564 1.2765 -0.7765
H -0.6355 2.0897 -1.1962
H -1.7099 1.6520 0.1681
H -2.0783 1.0261 -1.4729
I 1.0896 -2.6959 -0.0399
N 1.3885 0.5597 0.7902
C 1.1375 0.1707 2.1810
C -0.3229 0.2259 2.4024
N -0.9569 -0.5645 1.2812
H 2.3957 0.4056 0.6366
H 1.2905 1.5790 0.7425
H 1.5108 -0.8515 2.3208
H 1.6682 0.8548 2.8600
H -0.5431 -0.2468 3.3724
H -0.6940 1.2506 2.4097
H -0.9771 -1.4884 1.6514
H -1.9362 -0.2685 1.3440

Values from the calculation:
- E_LUMO (spin up / spin down) (Eh) = -0.3564 / -0.4491
- HOMO energy (spin up / spin down) (eV) = -17.85 / -17.66
- ⟨S²⟩ = 0.84
- charge = +2
- multiplicity = 2

Atomic partial charges in e from the natural (NBO) method, atoms 1 to 5: -0.862 -0.890 0.310 0.320 0.248

=====

No. 8
The following is a DFT calculation (ωB97M-V with the def2-TZVPD basis set) of a molecular structure, C14H18AsF10N3Pt.

Positions of all 47 atoms, in Å:
Pt -0.2587 -0.2122 0.6544
C -0.5899 -0.6187 -2.5930
C -1.8461 -0.8632 -1.7803
N -1.9590 -0.1030 -0.4860
C -3.1122 -0.6790 0.3067
C -4.4785 -0.5212 -0.3386
C -2.1954 1.3589 -0.6809
C -0.9066 2.1383 -0.8727
N 0.1905 1.4581 -0.1796
C 1.4684 1.9917 -0.2876
C 2.5698 1.1635 -0.5625
F 2.3957 -0.1353 -0.7826
C 3.8424 1.6890 -0.6805
F 4.8442 0.8623 -0.9591
C 4.0768 3.0407 -0.5286
C 3.0038 3.8685 -0.2576
F 3.1919 5.1700 -0.0839
C 1.7229 3.3661 -0.1450
F 0.7372 4.2030 0.1760
H -0.6517 -1.2369 -3.4884
H 0.3055 -0.9179 -2.0512
H -0.4889 0.4125 -2.9296
H -1.9017 -1.9167 -1.5080
H -2.7302 -0.6160 -2.3695
H -3.0892 -0.1857 1.2788
H -2.8851 -1.7300 0.4609
H -4.7530 0.5196 -0.5091
H -5.2155 -0.9405 0.3453
H -4.5630 -1.0696 -1.2747
H -2.6945 1.7119 0.2203
H -2.8665 1.5216 -1.5249
H -1.0324 3.1465 -0.4790
H -0.6220 2.2406 -1.9219
H 5.0757 3.4439 -0.6228
F 0.6642 -2.8104 -0.1237
As -0.2076 -3.6841 1.1007
F -1.5663 -3.7087 0.0422
F 0.3810 -5.1940 0.6302
F -1.1666 -4.2328 2.3907
F 1.0908 -3.3539 2.1883
F -0.8689 -1.9261 1.5943
C 3.2035 -1.2820 3.4028
C 2.1711 -0.7419 2.5424
N 1.3509 -0.3526 1.8512
H 2.8082 -2.1744 3.8873
H 3.4885 -0.5450 4.1513
H 4.0667 -1.5550 2.7975

Values from the calculation:
- E_LUMO (spin up / spin down) (Eh) = -0.1188 / -0.2229
- HOMO energy (spin up / spin down) (eV) = -12.90 / -12.94
- ⟨S²⟩ = 0.77
- charge = +1
- multiplicity = 2

Atomic partial charges in e from the natural (NBO) method, atoms 1 to 5: 1.046 -0.638 -0.238 -0.388 -0.228

=====

No. 9
The following is a DFT calculation (ωB97M-V with the def2-TZVPD basis set) of a single C18H38O molecule.

Positions of all 57 atoms, in Å:
C -9.0231 -0.9740 -0.8887
C -7.8995 -0.1360 -0.2906
C -6.7155 -1.0042 0.1301
C -5.5984 -0.2251 0.8264
C -4.8354 0.7020 -0.1172
C -3.7349 1.5038 0.5803
C -2.6142 0.6691 1.2046
C -1.8877 -0.2665 0.2366
C -1.2389 0.4243 -0.9641
C -0.1964 1.4878 -0.6129
C 0.9762 0.9898 0.2332
C 1.7908 -0.1101 -0.4439
C 3.0452 -0.4595 0.3540
C 3.8394 -1.5855 -0.3042
C 5.0635 -2.0226 0.5029
C 6.1456 -0.9553 0.6698
C 6.8167 -0.5570 -0.6429
C 7.8637 0.5366 -0.4276
O 7.3116 1.7335 0.0681
H -9.8572 -0.3422 -1.1860
H -8.6710 -1.5124 -1.7662
H -9.3848 -1.7014 -0.1649
H -7.5759 0.6017 -1.0267
H -8.2754 0.4053 0.5809
H -6.3081 -1.5088 -0.7496
H -7.0794 -1.7769 0.8124
H -6.0233 0.3616 1.6447
H -4.9016 -0.9441 1.2611
H -5.5335 1.4138 -0.5626
H -4.4065 0.1139 -0.9304
H -3.3026 2.1985 -0.1429
H -4.1901 2.1047 1.3724
H -3.0258 0.0663 2.0171
H -1.8915 1.3540 1.6530
H -2.5923 -1.0118 -0.1385
H -1.1222 -0.8081 0.7961
H -2.0153 0.8970 -1.5691
H -0.7719 -0.3412 -1.5876
H -0.6837 2.3079 -0.0819
H 0.1967 1.8968 -1.5479
H 1.6337 1.8398 0.4355
H 0.6119 0.6282 1.1962
H 2.0796 0.2193 -1.4455
H 1.1797 -1.0077 -0.5539
H 2.7580 -0.7649 1.3632
H 3.6672 0.4327 0.4437
H 3.1834 -2.4522 -0.4214
H 4.1438 -1.2775 -1.3063
H 5.5067 -2.8958 0.0168
H 4.7303 -2.3332 1.4962
H 6.9122 -1.3446 1.3442
H 5.7258 -0.0654 1.1401
H 6.0686 -0.1876 -1.3489
H 7.3022 -1.4256 -1.0920
H 8.3978 0.7272 -1.3713
H 8.5927 0.2221 0.3227
H 6.6123 2.0177 -0.5316

Values from the calculation:
- E_LUMO (Eh) = 0.0325
- HOMO energy (eV) = -10.15
- charge = 0
- multiplicity = 1

Atomic partial charges in e from the natural (NBO) method, atoms 1 to 5: -0.599 -0.394 -0.387 -0.394 -0.400